A single C5H11NO3S molecule at a distorted geometry, computed with ωB97M-V/def2-TZVPD.

Its SMILES is CCSCOC(=O)OCN. The energy above the lowest of the compared OMol25 structures with the same formula, charge and spin comes out at 6.1 kcal/mol. Its net charge is 0. The HOMO energy is -9.078 eV. The value obtained for the total energy is -875.765333 Eh. The calculation puts the HOMO-LUMO gap at 9.82 eV. The value obtained for the LUMO energy is 0.7 eV.

Bonds (Å) are listed after each position.
Atoms and positions in Å:
1 C 3.87 0.98 0.35  C2 1.515, H11 1.079, H12 1.078, H13 1.078
2 C 2.80 0.10 -0.26  C1 1.515, S3 1.809, H14 1.082, H15 1.081
3 S 1.56 -0.32 0.99  C2 1.809, C4 1.815
4 C 0.42 -1.22 -0.10  S3 1.815, O5 1.420, H16 1.075, H17 1.079
5 O -0.89 -1.02 0.40  C4 1.420, C6 1.345
6 C -1.85 -1.41 -0.45  O5 1.345, O7 1.220, O8 1.334
7 O -1.70 -2.28 -1.31  C6 1.220
8 O -3.01 -0.78 -0.30  C6 1.334, C9 1.432
9 C -3.11 0.31 0.62  O8 1.432, N10 1.463, H18 1.079, H19 1.077
10 N -3.96 1.31 0.00  C9 1.463, H20 1.007, H21 1.006
11 H 4.43 1.45 -0.45  C1 1.079
12 H 3.46 1.75 0.99  C1 1.078
13 H 4.57 0.37 0.91  C1 1.078
14 H 2.32 0.59 -1.10  C2 1.082
15 H 3.25 -0.80 -0.63  C2 1.081
16 H 0.68 -2.26 -0.10  C4 1.075
17 H 0.50 -0.80 -1.09  C4 1.079
18 H -3.61 -0.05 1.51  C9 1.079
19 H -2.14 0.73 0.85  C9 1.077
20 H -4.00 1.13 -0.99  N10 1.007
21 H -3.59 2.24 0.14  N10 1.006

These are the Mulliken partial charges, in e, on atoms 1 to 8: atom 1 (C): -1.24, atom 2 (C): -0.34, atom 3 (S): -0.13, atom 4 (C): -0.47, atom 5 (O): -0.29, atom 6 (C): 0.74, atom 7 (O): -0.56, atom 8 (O): -0.33